80
Properties=species:S:1:pos:R:3:forces:R:3:mulliken_charge:R:1 method="wB97M-V/def2-TZVPD" orbital_gap_ha=0.2933 charge=+2
In 0.09177 -0.25736 -0.28585 0.356 -0.458 -0.224 2.317
P 0.75939 2.30161 -0.34510 0.522 0.601 0.383 0.627
O -1.90684 1.30790 0.01375 0.249 -0.307 0.126 -0.415
O 6.56833 -2.45174 -3.51423 0.344 -0.387 0.043 -0.607
O 1.08797 -2.30861 -0.74170 -0.668 0.587 0.416 -0.383
O 2.22239 2.83712 -0.71539 -0.941 -0.108 -0.044 -0.303
O -0.08647 3.21462 -1.32677 -0.252 -0.128 0.382 -0.309
O 2.18391 -0.46013 1.06473 -0.045 -0.148 -0.710 -0.515
O 6.76443 -0.55389 -4.51646 0.261 0.230 -0.231 -0.607
O 0.37504 2.90360 1.08192 0.153 -0.314 -0.336 0.012
O 1.03687 0.08367 -2.24649 -1.022 -0.012 0.868 -0.662
N -2.82691 -3.69186 -0.87321 -0.085 -0.229 -0.446 0.084
N -1.30200 1.01398 3.58697 0.043 0.044 -0.023 -0.285
N -2.20269 -3.73408 1.43970 0.131 -0.199 0.324 0.124
N -1.68942 -1.80154 0.08354 1.242 1.147 -0.399 0.679
N 6.15972 -1.37299 -3.86911 -0.171 -0.023 0.048 1.044
N 0.26375 0.12873 2.07614 -0.677 -0.279 -0.910 0.270
N 0.94415 0.58683 4.14446 -0.199 0.028 -0.118 0.020
N -3.97163 -2.29775 0.69848 -0.322 0.188 0.106 0.214
C 2.17516 -2.44857 -1.31881 0.550 -0.524 -0.105 -0.515
C 4.80576 -1.02678 -3.46043 -0.792 -0.005 0.314 -0.604
C -0.07687 0.59980 3.29099 0.272 0.023 0.195 -0.099
C 3.44532 2.18873 -0.38803 0.591 -0.362 0.077 -0.481
C 4.09867 -1.89266 -2.66857 0.212 0.093 -0.067 -0.714
C 1.58073 -0.13061 2.07267 0.257 0.166 1.156 -0.065
C -1.87393 -2.64773 -1.12361 0.100 -0.431 -0.682 -0.705
C 4.23906 0.19143 -3.86693 0.183 -0.184 0.053 -0.522
C 2.80998 -1.55433 -2.21428 -0.175 0.693 -0.109 1.011
C -1.25308 -2.68411 1.19870 0.340 -0.339 0.571 -0.741
C 2.12234 0.09309 3.46859 0.446 -0.150 -0.150 -0.330
C -2.98522 1.65555 -2.07913 0.347 -0.254 -0.029 -1.128
C 0.11556 3.14921 -2.74017 0.082 0.085 -0.689 -0.784
C -3.66182 2.89332 0.03185 0.135 -0.006 0.256 -1.571
C 0.38597 4.32194 1.33409 0.013 0.403 0.133 -0.929
C -2.35651 -4.53047 0.22481 0.066 -0.151 -0.061 -0.647
C -4.10983 -3.10951 -0.50784 -0.132 -0.028 -0.098 -0.718
C 0.91814 0.93524 5.54583 -0.191 0.150 0.426 -1.111
C 2.98169 0.53507 -3.45377 -0.209 -0.153 0.110 -0.286
C -3.01659 -1.25363 0.44632 -0.535 0.326 0.175 -0.620
C -2.75399 1.91329 -0.63069 -0.381 0.241 -0.106 0.826
C 2.21794 -0.31095 -2.60658 0.704 -0.173 -0.418 0.118
C -3.49164 -3.14798 1.78336 -0.049 0.033 0.164 -0.670
H -1.39695 -4.97917 -0.04344 -0.064 0.009 0.025 0.321
H -0.27989 -3.11172 0.94059 -0.137 0.086 0.031 0.154
H 0.98022 4.85283 0.59270 0.013 -0.017 0.015 0.365
H -3.38962 -2.54491 2.68924 0.004 -0.051 0.010 0.291
H 2.53906 1.46668 -3.77114 -0.055 0.067 -0.020 0.412
H -2.21878 -2.01000 -1.94739 0.005 -0.061 0.115 0.313
H -4.21578 -3.94175 1.97068 0.032 0.049 -0.011 0.355
H -0.63907 4.69586 1.31246 0.110 -0.068 0.000 0.275
H -4.67667 2.49783 0.00639 -0.132 -0.046 0.000 0.389
H 4.20573 2.60289 -1.05132 -0.110 -0.074 0.107 0.285
H 4.82046 0.84198 -4.50439 0.002 0.040 -0.026 0.563
H 2.73088 -3.37935 -1.11449 -0.138 0.073 -0.037 0.440
H -3.38469 -0.64238 -0.38279 0.123 -0.063 0.133 0.086
H -0.90971 -3.08546 -1.39474 -0.167 0.098 0.066 0.215
H 1.91854 0.80644 5.95185 -0.040 0.029 -0.009 0.417
H -3.36666 3.06776 1.06309 0.001 -0.012 0.023 0.289
H 3.37194 1.11004 -0.54458 0.053 0.106 0.029 0.083
H -0.08514 2.14217 -3.11487 0.008 0.139 0.036 0.267
H -3.97765 1.22556 -2.21500 -0.094 -0.045 -0.007 0.419
H -0.57259 3.86965 -3.17637 0.040 -0.059 -0.018 0.383
H 0.23898 0.28692 6.10421 0.033 0.016 -0.043 0.364
H -4.47692 -2.48376 -1.32587 0.003 -0.061 0.025 0.331
H -4.82873 -3.90726 -0.32169 -0.008 0.040 -0.036 0.356
H -1.47714 1.50979 4.44649 -0.069 -0.086 0.004 0.288
H -1.15813 -2.06279 2.09625 0.009 -0.094 -0.104 0.326
H -2.89906 -0.63873 1.34497 -0.022 -0.020 -0.139 -0.040
H -2.97014 2.58164 -2.64499 -0.004 0.164 -0.066 0.427
H 0.62492 1.97749 5.68912 0.040 -0.021 0.001 0.366
H -1.95012 1.13425 2.82373 0.030 0.027 0.012 0.082
H 3.72275 2.39201 0.64754 -0.048 0.020 -0.032 0.276
H 1.13871 3.43038 -2.99410 -0.079 0.010 0.072 0.323
H -2.22774 0.97302 -2.46512 -0.070 -0.009 -0.099 0.083
H -3.68655 3.83671 -0.50490 0.035 0.114 -0.150 0.415
H 2.93743 0.82271 3.47807 -0.068 -0.047 -0.042 0.436
H 0.81980 4.47329 2.32300 -0.072 -0.015 -0.114 0.279
H 4.54124 -2.83484 -2.37250 0.063 0.008 -0.019 0.567
H -3.08280 -5.32339 0.40657 0.066 0.007 -0.021 0.356
H 2.49132 -0.83980 3.90896 -0.043 0.061 -0.082 0.422

---

24
Properties=species:S:1:pos:R:3:forces:R:3:mulliken_charge:R:1 method="wB97M-V/def2-TZVPD" orbital_gap_ha=0.3516 smiles=Oc1ccccc1.CCC
O 2.04345 -1.10987 -0.92622 -0.149 -0.971 0.695 -0.551
C -0.41261 1.46424 -0.15250 -0.173 0.079 -0.396 -0.359
C 2.81000 1.57187 0.85874 0.393 0.055 0.163 -1.237
C -1.16741 0.85759 0.85285 -0.396 0.050 -0.009 -0.598
C 1.90329 0.99512 1.94541 -0.156 0.232 0.218 0.757
C -0.84162 -0.43163 1.27069 -0.280 -0.289 -0.087 -0.405
C 2.36051 -0.39312 2.39193 0.375 0.087 0.244 -1.088
C 0.22945 -1.11113 0.68999 -0.507 -0.312 -0.392 -0.234
C 0.65825 0.79298 -0.73756 -0.479 -0.062 -0.566 -0.174
C 0.97887 -0.49732 -0.31452 -0.765 -0.122 -0.472 -0.178
H -0.65999 2.47947 -0.48972 0.126 -0.492 0.173 0.350
H 2.15428 -2.00871 -0.53132 -0.076 1.024 -0.519 0.392
H 3.84351 1.65560 1.23486 -0.258 0.051 -0.177 0.403
H 1.89886 1.67672 2.81768 -0.030 -0.259 -0.304 0.455
H 2.46648 2.57292 0.54812 0.171 -0.347 0.060 0.274
H 3.38667 -0.34151 2.79310 -0.299 -0.119 -0.071 0.412
H -2.01074 1.39095 1.31101 0.446 -0.265 -0.221 0.369
H 2.80929 0.91016 -0.02372 0.440 0.500 0.532 0.264
H -1.42633 -0.92151 2.06045 0.294 0.243 -0.382 0.351
H 1.69618 -0.79454 3.17559 0.261 0.052 -0.288 0.273
H 0.48477 -2.12667 1.02029 -0.156 0.441 -0.161 0.368
H 1.26102 1.25715 -1.52928 -0.376 -0.247 0.393 0.519
H 2.35246 -1.08695 1.53452 0.346 0.283 0.676 0.146
H 0.86679 0.93282 1.56170 1.247 0.388 0.891 -0.509

---

5
Properties=species:S:1:pos:R:3:forces:R:3:mulliken_charge:R:1 method="wB97M-V/def2-TZVPD" orbital_gap_ha=0.4540 smiles=N#[N+]N charge=+1
N 1.85879 0.10596 -0.10209 -0.178 0.194 -0.090 -0.041
N 0.75678 0.08824 -0.09303 2.871 0.276 0.718 0.826
N -0.46934 0.00817 -0.16761 -5.819 4.250 1.561 -0.540
H -0.86702 -0.85282 -0.06144 -0.573 -3.719 -0.268 0.318
H -1.27920 0.65045 0.42416 3.699 -1.001 -1.920 0.436

---

8
Properties=species:S:1:pos:R:3:forces:R:3:mulliken_charge:R:1 method="wB97M-V/def2-TZVPD" orbital_gap_ha=0.1845 smiles="O=P([O-])([O-])C#CO" charge=-2
P -1.42632 -0.33537 0.21271 -1.776 -0.741 -0.218 0.809
O -2.29684 0.88649 0.24316 -0.524 1.205 -0.408 -0.805
O -1.14689 -0.90209 -1.20046 0.057 -0.026 1.157 -0.815
O -1.82531 -1.27912 1.34593 0.839 -0.485 -0.523 -0.827
O 2.66033 0.58876 -0.33618 -2.115 0.460 1.301 -0.524
C 1.37072 0.63734 0.28314 1.190 -0.453 -0.303 0.243
C 0.22288 0.32387 0.56985 2.285 0.289 -0.630 -0.387
H 2.44143 0.08012 -1.11815 0.044 -0.249 -0.377 0.306

---

no.,LUMO energy (eV)
1,-5.68
2,0.80
3,-6.49
4,5.98